# C34H16BF15O2

A 2-piece molecular cluster, C34H16BF15O2 overall at a distorted geometry (ωB97M-V/def2-TZVPD, OMol25).

Maximum force, eV Å⁻¹: 2.32
E, Ha: -2978.39662
Relative energy (zero: lowest compared OMol25 entry of this formula, charge and spin), kcal per mole: 20.9
E_HOMO, eV: -8.48

Last column: Löwdin charge in e.
Geometry (Å):
F 2.2649 -4.9526 -2.3471  0.107
F -4.3608 -2.6171 4.7290  0.109
F -0.0514 -5.5348 -0.9962  0.106
F 0.1823 -3.1135 3.6300  0.107
F -4.7152 -0.9519 2.5596  0.093
F -1.8874 -3.7326 5.1799  0.105
F 2.5306 -2.8814 2.1756  0.102
F -2.7101 -0.6740 0.7597  0.066
F 3.4850 -2.4992 -1.9966  0.100
F 2.5846 -0.8366 -0.0876  0.088
F -1.1559 -3.7628 0.6573  0.100
F 0.1300 1.1587 3.1252  0.071
F 3.9617 -0.0738 5.6284  0.109
F 4.2497 -2.3164 4.0790  0.111
F 1.9037 1.6721 5.1163  0.102
O 4.0798 1.5728 -3.6560  0.008
O -5.6914 2.2765 -2.5367  -0.063
C 3.2756 -1.4280 3.8147  -0.121
C 2.3717 -1.6673 2.7679  -0.151
C -2.4162 -1.2294 1.9725  -0.145
C 0.5589 -4.3452 -0.8213  -0.123
C 5.1064 2.0979 -2.7327  -0.096
C -0.9953 -2.4926 3.3491  -0.135
C -2.0701 -2.8702 4.1555  -0.115
C -1.1120 -1.6190 2.2601  0.003
C -0.5157 1.4928 -0.4963  0.084
C 1.9012 2.0047 -0.8195  0.062
C 2.9868 2.1080 -1.6731  -0.140
C -2.9589 1.8929 -0.1693  -0.007
C 0.0096 -3.4036 0.0494  -0.123
C 2.0692 0.5848 4.3426  -0.129
C 1.6941 1.0558 -3.4942  0.029
C 0.6588 -2.2007 0.3264  -0.008
C -5.9644 2.4372 -3.9529  -0.042
C -4.4209 2.3229 -2.0612  -0.225
C -3.3332 -2.3376 3.9062  -0.125
C -1.8023 1.8809 -1.0106  -0.175
C 3.1196 -0.2942 4.6026  -0.127
C -4.2235 2.0772 -0.6671  0.029
C 2.3742 -2.8228 -1.3036  -0.126
C 0.6717 1.4905 -1.3085  -0.205
C 0.6284 0.9693 -2.6413  -0.021
C 1.1897 0.3107 3.2882  -0.141
C 2.8920 1.5995 -2.9954  -0.190
C -2.0148 2.3124 -2.3537  -0.002
C 1.8384 -1.9408 -0.3791  -0.164
C -3.5061 -1.5012 2.8070  -0.124
C 1.3089 -0.8129 2.4669  -0.009
C 1.7340 -4.0514 -1.5021  -0.125
C 4.3861 2.5745 -1.4583  -0.088
C -3.2830 2.5190 -2.8839  0.008
B 0.1623 -1.1491 1.3973  -0.384
H -0.3172 0.5696 -3.0069  0.125
H 4.8345 2.1355 -0.5576  0.131
H 4.4333 3.6672 -1.3750  0.125
H -5.1032 2.0069 -0.0256  0.132
H -5.3633 1.7606 -4.5809  0.097
H -1.1598 2.5287 -2.9902  0.114
H -0.0766 -0.1387 0.5938  0.126
H 5.6463 2.9020 -3.2460  0.125
H 5.8138 1.2867 -2.5144  0.129
H -7.0230 2.1840 -4.0460  0.096
H -3.3957 2.7985 -3.9314  0.112
H 1.9616 2.4142 0.1906  0.142
H -0.4023 1.6001 0.5903  0.115
H -2.8152 1.7699 0.9012  0.128
H -5.8061 3.4796 -4.2703  0.101
H 1.6515 0.7373 -4.5336  0.129